A cluster of 2 separate species, C4H12O in total at a distorted geometry, computed with ωB97M-V/def2-TZVPD.

Calculated values
Frontier orbital gap = 11.29 eV
Energy relative to the best compared isomer or geometry (same formula, charge and spin) = 0.8607 eV
SMILES = CCO.CC
Charge = 0
Multiplicity = 1

Each atom is followed by the atoms it is bonded to, with distances in Å.
Positions of all 17 atoms, in Å:
1 O 1.8418 -2.9456 0.1482  C2 1.409, H7 0.950
2 C 0.7766 -2.0272 0.0558  O1 1.409, C3 1.531, H6 1.080, H8 1.093
3 C 1.1195 -0.8590 -0.8728  C2 1.531, H9 1.086, H12 1.096, H13 1.087
4 C -0.9402 1.8131 1.0979  C5 1.520, H10 1.092, H14 1.090, H16 1.096
5 C -1.6804 1.7961 -0.2299  C4 1.520, H11 1.089, H15 1.088, H17 1.092
6 H 0.5912 -1.6560 1.0528  C2 1.080
7 H 2.6374 -2.8274 -0.3575  O1 0.950
8 H -0.0945 -2.5769 -0.3089  C2 1.093
9 H 1.1203 -1.2224 -1.8958  C3 1.086
10 H 0.0669 1.4120 0.9652  C4 1.092
11 H -1.5140 2.7298 -0.7659  C5 1.089
12 H 2.0505 -0.4715 -0.4428  C3 1.096
13 H 0.5169 0.0414 -0.9553  C3 1.087
14 H -1.4964 1.2655 1.8590  C4 1.090
15 H -1.3752 0.9646 -0.8626  C5 1.088
16 H -0.8708 2.8192 1.5267  C4 1.096
17 H -2.7496 1.7440 -0.0139  C5 1.092

Atomic partial charges in e from the natural (NBO) method, atoms 1 to 2:
1. O -0.744
2. C -0.048